Computed, not measured: C2H5N2OP in the gas phase, with wB97M-V/def2-TZVPD.

Summary:
ΔE to the lowest compared entry with this formula, charge and spin   453.7 kJ/mol
Orbital gap   8.75 eV
SMILES   c1c[pH][nH][nH]o1
LUMO energy   0.774 eV

Geometry as ORCA input:
```
! RIJCOSX wB97M-V def2-TZVPD def2/J DEFGRID3
* xyz 0 1
H 0.47760 2.36922 0.36420
H 0.77208 -1.74718 -1.11778
H -1.83098 1.56736 0.45779
C 0.23313 1.37056 0.24080
C -1.02109 0.88279 0.22886
H -0.89368 -2.23014 0.23280
N 0.64940 -1.14906 -0.35668
O -1.49084 -0.25301 0.18888
H 1.85153 0.53018 -0.97504
P 1.61333 0.12271 0.24853
N -0.36049 -1.46342 0.48766
*
```



Computed, not measured: C23H36F5HgN2O2S2Si as an isolated structure, with wB97M-V/def2-TZVPD.

Summary:
Orbital gap (spin up / spin down)   3.99 / 5.70 eV
LUMO energy (spin up / spin down)   4.554 / 4.525 eV

Geometry as ORCA input:
```
! RIJCOSX wB97M-V def2-TZVPD def2/J DEFGRID3
* xyz -2 2
C -1.45232 4.05731 -5.26956
H 4.59654 -1.03997 2.30504
H 3.33867 -0.71338 -0.53583
H -4.59476 -3.12998 -1.70551
C 0.08491 3.82760 -3.36361
C 3.73139 -1.66717 2.04166
H -0.01458 -0.15252 3.66306
C 0.84373 -2.76476 3.89200
F -2.08135 2.84341 -3.39994
H 3.93169 0.58022 0.51353
H 0.28512 -4.73931 -1.19458
H 1.98508 -2.26488 -1.61296
H -2.94442 2.59139 -0.29999
H -1.82681 6.52758 0.14082
H 3.20940 0.93167 2.69113
C -2.69186 4.69256 -0.70701
H -3.64244 5.22992 -0.65006
H -1.80065 -2.79290 1.66746
C 0.04746 -3.86941 -0.56476
S -1.50263 2.25651 2.14981
O -2.70501 -2.38468 -2.59236
H 1.48467 0.94722 2.28198
Hg -0.77655 -0.12767 -0.52229
H 1.34668 -3.68244 3.57851
C 2.58445 -0.78537 1.53212
H 3.31916 -2.83628 -0.60142
H -5.45622 -2.38015 -0.32617
H 2.08666 -0.11599 3.56282
C -0.02388 -2.16967 2.77517
N -2.75134 3.49065 0.11856
H -0.37666 -3.09632 -1.20785
H -0.73418 -4.16877 0.13033
H 4.06595 -2.38018 1.28636
H 3.44870 -2.23268 2.93280
F -2.65710 3.80284 -5.81682
H 1.14547 -4.88350 1.71843
C 0.67729 5.09213 -5.38698
F -0.83667 5.28748 -7.20892
C -1.13582 3.57175 -4.01512
S 0.45166 3.26285 -1.77283
F 2.17086 4.94727 -3.62326
H -4.19448 -3.60447 -0.03959
H 2.43398 -3.97832 -1.61684
C 1.32354 -3.37883 0.14134
H -2.48436 4.44693 -1.74501
C 1.87960 -4.52718 0.99369
H -0.66669 5.48383 -0.73045
C -4.49941 -2.77048 -0.68026
H -0.34004 4.77768 1.53602
C -1.15676 -3.15982 2.47251
C 2.32805 -3.08824 -0.98094
H -1.36814 -1.17563 4.15759
N -1.27145 4.75513 1.15351
Si 0.91371 -1.71472 1.10823
H 1.60960 -2.06466 4.23057
C -2.60346 -1.59009 -1.68403
H 2.77718 -4.23648 1.54424
H 2.27208 0.61868 -0.11041
H -1.77893 -3.28819 3.36964
C 2.31545 0.30183 2.58139
O -3.54185 -1.72137 -0.60392
C -0.54088 4.81724 -5.97721
C 3.05604 -0.03923 0.27165
C -0.71528 -0.90863 3.31339
H 0.21750 -3.00979 4.76375
C -1.82496 3.50469 1.10234
F 1.57348 5.85102 -6.05428
H -0.78381 -4.14542 2.19034
C -1.54082 5.49696 -0.07915
H -1.33405 -0.44340 2.54499
H 2.14425 -5.38053 0.35041
C 0.97062 4.60912 -4.12726
*
```



Computed, not measured: a 2-piece molecular cluster, CH2O5PS overall, with wB97M-V/def2-TZVPD.

Summary:
ΔE to the lowest compared entry with this formula, charge and spin   215.9 kJ/mol
Orbital gap (spin up / spin down)   7.06 / 7.06 eV
LUMO energy (spin up / spin down)   3.335 / 3.335 eV

Geometry as ORCA input:
```
! RIJCOSX wB97M-V def2-TZVPD def2/J DEFGRID3
* xyz -1 1
H -2.21865 -0.31700 0.03029
S 1.05555 -0.91153 0.26479
O -0.15497 -1.65179 0.01442
C 0.61122 0.85508 0.97057
O 1.82975 -1.39081 1.38570
O 1.79036 -0.37340 -0.89310
H -1.41525 -0.26681 -1.94842
P -1.87393 0.74739 -0.99057
O 1.12355 1.70159 1.56118
O -0.74762 1.60728 -0.39487
*
```



Computed, not measured: C3H4O2S in the gas phase, with wB97M-V/def2-TZVPD.

Summary:
ΔE to the lowest compared entry with this formula, charge and spin   33.0 kJ/mol
Orbital gap   10.16 eV
SMILES   O=C1CSCO1
LUMO energy   0.710 eV

Geometry as ORCA input:
```
! RIJCOSX wB97M-V def2-TZVPD def2/J DEFGRID3
* xyz 0 1
C 0.68964 0.67500 -0.54247
H -0.90461 0.28267 -1.80534
C -0.74238 0.55640 -0.76706
H -1.21968 1.53714 -0.55461
O 1.37373 1.48440 -1.12252
C 0.38071 -0.98654 1.10612
H 0.66265 -2.06585 0.95384
O 1.22221 -0.11567 0.39946
H 0.44711 -0.66514 2.15877
S -1.35756 -0.71924 0.39077
*
```



Computed, not measured: C3InO as an isolated structure, with wB97M-V/def2-TZVPD.

Summary:
ΔE to the lowest compared entry with this formula, charge and spin   0.0 kJ/mol
Orbital gap (spin up / spin down)   6.04 / 6.04 eV
LUMO energy (spin up / spin down)   -21.264 / -21.264 eV

Geometry as ORCA input:
```
! RIJCOSX wB97M-V def2-TZVPD def2/J DEFGRID3
* xyz 3 1
In -1.85080 -1.96790 1.00544
C -0.54406 -0.62215 0.24445
O 1.09873 0.89222 -1.07490
C 0.39571 0.12207 -0.12447
C 0.90042 1.57576 -0.05052
*
```



Computed, not measured: a 2-piece molecular cluster, CH3N3O2Si overall, with wB97M-V/def2-TZVPD.

Summary:
ΔE to the lowest compared entry with this formula, charge and spin   372.2 kJ/mol
Orbital gap (spin up / spin down)   8.94 / 8.14 eV
LUMO energy (spin up / spin down)   -2.057 / -1.411 eV

Geometry as ORCA input:
```
! RIJCOSX wB97M-V def2-TZVPD def2/J DEFGRID3
* xyz 0 1
Si 0.28590 -0.14913 -0.33225
O -1.87573 1.43710 -1.05547
N -0.93967 1.20393 -0.31416
O -0.76520 1.77572 0.77286
H 0.39366 -0.78234 -2.95759
N -1.50603 -2.40001 0.38140
N 1.42572 0.10408 0.85440
C -0.74671 -1.55687 0.21486
H 2.10197 0.86793 0.73845
H 1.62610 -0.50041 1.69750
*
```



Computed, not measured: C29H45ClN3O5PdSTe as an isolated structure, with wB97M-V/def2-TZVPD.

Summary:
ΔE to the lowest compared entry with this formula, charge and spin   15.8 kJ/mol
Orbital gap (spin up / spin down)   6.56 / 5.85 eV
LUMO energy (spin up / spin down)   -7.957 / -8.750 eV

Geometry as ORCA input:
```
! RIJCOSX wB97M-V def2-TZVPD def2/J DEFGRID3
* xyz 2 2
C 0.19208 -0.90619 -2.79729
C -5.04475 -3.51108 1.26824
H 0.39417 -1.69874 -3.50929
H -2.32728 -4.04083 0.86774
H 3.16745 -0.27042 -2.93936
C -4.09260 -4.75571 -0.80129
H 6.49191 5.47378 -3.77299
H -3.37303 0.86070 1.64283
C 5.38364 3.74444 -3.17350
C -0.76033 2.31149 -0.06209
C 5.74728 0.97094 -0.59380
H -1.22289 -0.49962 2.06652
O 3.93761 -3.27390 2.20772
H -5.92672 1.60240 3.16976
H 3.21030 -1.04968 -1.34738
C -1.82837 -2.26486 1.48693
O 1.89989 -2.01779 2.51388
C -4.01761 -0.42173 3.24339
C -3.87194 -3.62397 2.23300
C -2.20496 -0.90584 -3.56050
C -0.37341 1.16193 -0.96100
H 5.76715 4.59578 -5.10952
C -5.19427 -4.64981 0.25885
H -4.43748 -5.33379 -1.65781
H -5.26235 2.50463 1.81326
C -5.32701 1.51256 2.26196
H -2.07113 -0.31263 4.14706
Te 2.57160 1.45677 -0.00234
C 2.48145 1.39856 2.51509
C -2.64900 -1.01419 3.54553
H 1.66746 1.97252 4.37310
H 3.64933 4.93107 -3.63290
H 2.59695 -1.92447 -2.73385
H -4.56264 -0.34409 4.18772
H -3.80688 -4.62997 2.64778
O 3.53187 1.90507 2.09626
H 5.13424 0.63415 0.24148
H 3.17592 1.03882 4.47843
C -1.09912 -0.39676 -2.68668
H -3.40325 1.63791 3.22737
S -0.75826 -2.23818 0.09884
H -3.99768 -2.94036 3.06112
C 5.88868 2.72133 -2.38788
Pd 0.99500 -0.85095 0.75079
O 3.68393 -1.11454 1.20779
C 5.11921 2.05537 -1.43033
H -1.25595 1.95073 0.83930
H -4.58972 -1.10011 2.60316
H 7.20803 3.95384 -4.30664
C 4.04687 4.12354 -3.02703
H -2.35354 1.04376 -1.70781
H -3.09498 -1.12718 -2.96902
H -6.15056 -4.50935 -0.24558
H -3.79370 -3.76901 -1.17267
H 1.48750 4.16458 -0.94123
C -1.35080 0.63178 -1.77136
H 1.61938 4.91515 -2.51621
C 0.94710 0.60579 -1.07996
H -5.86939 0.86513 1.56870
H 6.68998 1.32109 -0.17634
H -3.19929 -5.27613 -0.44059
H -2.70355 -1.93763 4.11710
H -5.27623 -5.59704 0.79868
C 3.80479 2.47992 -1.42272
N 1.47902 1.11666 1.61031
H 1.64034 0.21598 4.09509
C 3.19438 3.52319 -2.11413
C 2.22117 1.12431 3.96853
H 6.92671 2.42363 -2.49047
C -3.94657 0.94601 2.57366
Cl 3.03470 -2.38526 1.57735
N -1.83723 -1.25070 2.33731
H -5.94894 -3.47415 1.88103
H 1.07563 3.24101 -2.39876
H -1.91121 -1.79953 -4.10671
C 6.26667 4.47434 -4.14914
H 5.96206 0.09892 -1.21288
H -1.46094 2.95957 -0.58819
H 0.07336 2.92449 0.26396
C 2.63026 -0.94410 -2.26560
C 1.23311 -0.42527 -2.02820
C 1.76472 3.97985 -1.98137
H -2.48553 -0.13922 -4.28611
O 2.39191 -2.93636 0.39225
H -4.98009 -2.55037 0.74297
N -2.56368 -3.36197 1.57664
*
```



Computed, not measured: C2O3S as an isolated structure, with wB97M-V/def2-TZVPD.

Summary:
ΔE to the lowest compared entry with this formula, charge and spin   12.4 kJ/mol
Orbital gap (spin up / spin down)   6.60 / 8.30 eV
LUMO energy (spin up / spin down)   -2.399 / -2.311 eV

Geometry as ORCA input:
```
! RIJCOSX wB97M-V def2-TZVPD def2/J DEFGRID3
* xyz 0 3
C -0.45919 -1.14826 -0.55402
O 1.32669 2.00822 1.27759
O -0.17037 -2.17734 -0.97338
S 1.24426 0.29547 -0.06019
O -1.39690 0.88122 0.34211
C -0.54449 0.14070 -0.03211
*
```



How do the records compare in max |F|? In the order shown, they have 7.24, 0.58, 3.42, 2.69, 5.58, 2.26, 1.55, 3.59 eV/Å.